{
  "formula": "C28H82N8O16",
  "method": "the ωB97M-V functional and the def2-TZVPD basis",
  "symbols": ["C", "O", "C", "C", "C", "N", "H", "H", "H", "H", "H", "H", "H", "H", "H", "H", "H", "C", "O", "C", "C", "C", "N", "H", "H", "H", "H", "H", "H", "H", "H", "H", "H", "H", "C", "O", "C", "C", "C", "N", "H", "H", "H", "H", "H", "H", "H", "H", "H", "H", "H", "C", "O", "C", "C", "C", "N", "H", "H", "H", "H", "H", "H", "H", "H", "H", "H", "H", "N", "C", "N", "O", "H", "H", "H", "H", "N", "C", "N", "O", "H", "H", "H", "H", "O", "C", "C", "O", "H", "H", "H", "H", "H", "H", "O", "C", "C", "O", "H", "H", "H", "H", "H", "H", "O", "C", "C", "O", "H", "H", "H", "H", "H", "H", "O", "C", "C", "O", "H", "H", "H", "H", "H", "H", "O", "C", "C", "O", "H", "H", "H", "H", "H", "H"],
  "positions_angstrom": [[0.592113, 11.979994, -5.618117], [1.305110, 10.703717, -5.470671], [0.642798, 9.560924, -5.676114], [-0.023977, 9.531296, -7.119311], [-0.858711, 8.303579, -7.391341], [0.874028, 9.702117, -8.273938], [1.108115, 12.775772, -5.080919], [-0.438601, 11.970498, -5.263661], [0.460827, 12.190268, -6.679558], [1.198354, 8.624601, -5.623579], [-0.170861, 9.389216, -4.971415], [-0.657535, 10.414247, -7.203480], [-1.193616, 8.431014, -8.420762], [-1.728885, 8.208133, -6.741894], [-0.106735, 7.515343, -7.355112], [1.540690, 8.949769, -8.372005], [1.376984, 10.551186, -8.058913], [-14.230003, 6.713294, -7.282909], [-14.916515, 5.449920, -7.235734], [-14.716006, 4.800619, -8.528445], [-15.656636, 5.253790, -9.649829], [-17.114679, 4.845455, -9.534093], [-15.131208, 4.816434, -10.960960], [-13.224170, 6.449342, -6.956207], [-14.659927, 7.367325, -6.524289], [-14.328793, 7.249277, -8.226866], [-13.678416, 4.897121, -8.848122], [-14.729926, 3.710745, -8.536716], [-15.599562, 6.325105, -9.842511], [-17.689902, 5.626106, -10.031885], [-17.356464, 4.863460, -8.471402], [-17.351070, 3.870988, -9.961439], [-15.837523, 5.191135, -11.578062], [-14.289985, 5.346422, -11.138574], [-7.650837, 6.708306, -5.467948], [-7.560757, 7.544980, -4.226393], [-6.410428, 7.268725, -3.407409], [-6.258705, 8.313870, -2.332909], [-4.706219, 8.694450, -2.059924], [-6.851117, 7.893035, -1.131341], [-7.115428, 7.215018, -6.270872], [-8.727750, 6.778093, -5.621213], [-7.367673, 5.659157, -5.382954], [-6.480893, 6.203572, -3.187008], [-5.493753, 7.371346, -3.988173], [-6.851936, 9.193307, -2.583446], [-4.269506, 8.862779, -3.044322], [-4.045824, 7.886192, -1.745777], [-4.740794, 9.596134, -1.448473], [-7.842042, 8.000668, -1.294422], [-6.585968, 8.467151, -0.343821], [-8.871571, 7.645359, -19.220257], [-8.983731, 7.285395, -17.860594], [-9.816685, 6.181767, -17.674766], [-10.256897, 6.434925, -16.227323], [-10.919390, 5.214083, -15.592795], [-11.374261, 7.434903, -16.139043], [-7.921242, 8.139166, -19.423065], [-9.767777, 8.195533, -19.507013], [-8.806504, 6.841325, -19.953342], [-10.639790, 6.086699, -18.382978], [-9.190896, 5.290574, -17.722338], [-9.360293, 6.686052, -15.660632], [-11.783213, 4.733260, -16.051822], [-11.273854, 5.561369, -14.622302], [-10.215579, 4.411562, -15.372101], [-11.297482, 7.837846, -15.216084], [-11.027113, 8.232304, -16.652593], [-6.448008, 12.734984, -6.517501], [-5.818951, 11.597171, -6.792693], [-6.325320, 11.077698, -7.806296], [-4.850099, 11.217516, -6.251038], [-7.254587, 13.077741, -7.019560], [-5.928355, 13.227106, -5.804859], [-7.170462, 11.429468, -8.233018], [-5.906473, 10.180720, -8.006565], [-6.438705, 5.388240, -10.651075], [-7.592785, 5.689143, -11.166508], [-8.262909, 4.613772, -11.380885], [-8.140441, 6.802546, -11.275199], [-5.944440, 6.200524, -10.310474], [-6.080063, 4.453415, -10.518496], [-9.250412, 4.823208, -11.413469], [-7.701499, 3.825443, -11.091979], [-10.091711, 0.691762, -7.641581], [-9.327528, 1.639721, -6.819658], [-8.806835, 0.847105, -5.656508], [-8.189768, 1.650271, -4.760606], [-10.603547, 1.217921, -8.260276], [-8.454431, 2.027333, -7.344603], [-9.962038, 2.495589, -6.589459], [-8.078237, 0.133842, -6.041857], [-9.595551, 0.335271, -5.105101], [-8.793953, 1.714697, -4.017361], [-4.118267, 13.123801, -10.909172], [-2.773226, 12.602698, -10.973837], [-2.875406, 11.391888, -11.918159], [-3.932106, 10.490772, -11.740230], [-4.654697, 12.483506, -10.436013], [-2.059257, 13.308030, -11.399115], [-2.524041, 12.309799, -9.953927], [-1.935989, 10.864487, -12.083839], [-3.024286, 11.806996, -12.914972], [-4.695767, 11.034171, -11.947952], [-1.345929, 1.276318, -9.790159], [-1.797674, 2.402165, -9.056847], [-3.294134, 2.242957, -8.532827], [-4.033490, 1.897315, -9.689066], [-0.455878, 1.166142, -9.447698], [-1.042766, 2.571274, -8.288973], [-1.648988, 3.263987, -9.707431], [-3.624243, 3.177945, -8.080159], [-3.354339, 1.405895, -7.837267], [-3.600600, 1.141347, -10.092440], [-12.913679, 1.325120, -11.424533], [-13.347364, 0.071971, -11.921196], [-14.803109, -0.339265, -11.771815], [-14.960268, -0.953743, -10.494508], [-13.735692, 1.808058, -11.537135], [-12.943195, 0.002398, -12.931097], [-12.686095, -0.669450, -11.472748], [-15.159930, -1.017232, -12.547151], [-15.359175, 0.595994, -11.836371], [-14.515854, -0.523843, -9.760144], [-10.380912, 10.034379, -13.032944], [-10.070385, 11.284061, -13.597887], [-8.989712, 10.962000, -14.710094], [-7.757470, 10.571609, -14.175323], [-9.579986, 9.762224, -12.579016], [-10.853675, 11.964622, -13.931628], [-9.716555, 11.936724, -12.799809], [-8.787485, 11.880605, -15.260875], [-9.406963, 10.192316, -15.359385], [-7.788850, 9.635960, -13.962750]],
  "atomic_forces_ev_per_a": [[-0.2, -1.4, -0.3], [1.7, 3.2, 1.0], [-3.1, -1.9, -2.6], [-0.2, 0.5, 0.2], [0.5, 0.6, -0.2], [-0.1, 0.5, 0.7], [0.3, -0.4, -0.2], [-0.1, -0.5, 0.5], [0.5, 0.3, -0.1], [1.1, 0.4, 0.2], [-0.4, 0.3, 0.4], [-0.3, 0.0, 0.3], [-0.1, -0.4, 0.0], [0.3, -0.4, 0.2], [-0.6, -0.8, 0.1], [0.2, -0.2, 0.2], [0.6, 0.0, -0.4], [-0.3, -0.7, 1.2], [-0.2, -0.4, -2.1], [0.0, 0.0, -0.1], [0.7, 0.5, -0.7], [0.3, 0.6, 0.6], [-0.1, -1.0, 0.2], [0.4, 0.7, -0.5], [-0.1, -0.1, 0.1], [0.3, -0.3, -0.2], [0.3, 0.8, -0.1], [-0.8, -0.2, 1.0], [-0.3, 0.5, 1.5], [-0.4, -0.2, 0.0], [-0.4, -0.1, 0.0], [0.2, 0.0, 0.0], [0.1, -0.2, -0.7], [0.2, 0.0, -0.2], [-0.8, 1.8, 1.8], [0.5, -1.1, -1.1], [0.2, 0.0, -2.0], [2.1, 0.3, 0.3], [-2.0, -0.4, -1.7], [-1.0, -1.3, 1.9], [0.1, -0.1, 0.0], [0.1, -0.3, -0.6], [0.3, 0.1, 0.4], [0.2, 0.1, 1.1], [0.1, -0.1, -0.7], [0.8, 0.5, -1.2], [-0.1, 0.9, -0.1], [-0.6, -0.1, 1.0], [0.6, -0.2, 0.1], [-0.3, -0.2, 0.7], [-0.1, 0.1, 0.0], [0.2, 0.0, -0.5], [0.7, 0.7, -1.8], [0.2, 0.2, 2.0], [-2.5, -1.8, -0.3], [0.7, -0.6, 1.2], [1.7, 0.5, -0.5], [-0.3, 0.7, 0.5], [0.2, 0.5, -0.2], [-0.2, -0.9, 0.4], [-0.2, 0.3, 0.0], [-0.2, -0.4, 0.0], [0.0, 0.2, 0.0], [0.1, 0.5, -0.6], [-0.1, -0.2, 0.2], [0.2, -0.1, -0.1], [-0.4, -0.2, 0.7], [-0.2, 0.4, -0.7], [-0.2, 2.5, 2.3], [-0.6, 3.7, 1.5], [-2.4, -4.8, -6.2], [3.9, -1.6, 2.8], [0.5, 0.2, 0.5], [-0.8, 0.7, -0.1], [0.3, -0.6, -0.1], [-0.6, 0.0, -0.7], [4.3, 1.8, 1.4], [-2.3, 3.4, 0.4], [-2.0, -2.9, -1.5], [1.4, -0.1, 0.0], [0.5, -0.5, 0.0], [0.1, 0.5, 0.0], [0.0, -1.3, -0.1], [-1.9, -0.9, -0.3], [0.7, 0.9, 0.5], [-0.8, -0.9, -1.3], [-1.1, -1.2, -0.9], [1.3, 1.8, 2.1], [-0.1, -0.1, -0.2], [0.0, 0.0, -0.3], [0.0, -0.1, 0.5], [-0.2, -0.3, -0.1], [-0.3, -0.5, -0.7], [0.4, 0.4, 0.2], [0.5, 0.9, -0.4], [-1.6, -1.7, 0.2], [1.3, 0.7, -1.7], [-0.1, 0.0, 1.0], [0.1, -0.1, 0.2], [-0.4, 0.2, 0.2], [0.6, 0.0, 0.0], [0.1, -0.3, 0.8], [0.0, 0.5, -0.2], [-0.5, -0.3, -0.1], [-0.2, -0.5, 0.2], [-0.2, 0.8, 0.8], [2.5, -0.7, -1.5], [-1.0, 0.7, 0.1], [0.0, -0.6, -0.4], [-0.5, 0.1, 0.8], [-0.8, 0.3, -0.1], [-0.2, -0.1, -0.2], [0.1, 0.2, 0.4], [0.2, -0.1, 0.0], [-1.4, 0.0, 0.4], [2.3, -1.6, -1.3], [1.4, 1.0, 1.4], [-1.1, -0.8, -0.4], [0.2, 1.2, 0.3], [-0.8, 0.1, -0.7], [-0.3, -0.3, 0.6], [0.2, -0.1, 0.2], [-0.6, 0.1, 0.0], [0.2, 0.5, -0.4], [-1.3, -0.1, 0.2], [2.1, 0.1, -0.5], [-1.3, 1.7, 0.7], [0.4, -0.3, 0.5], [0.0, -0.2, 0.2], [-0.9, -1.2, -0.6], [1.0, 0.0, 0.1], [0.0, -0.1, -0.3], [-0.1, 0.1, -0.1], [0.1, -0.2, 0.0]],
  "homo_ev": -8.8611,
  "smiles": "COC[C@H](C)N.COC[C@H](C)N.COC[C@H](C)N.COC[C@H](C)N.NC(N)=O.NC(N)=O.OCCO.OCCO.OCCO.OCCO.OCCO",
  "total_energy_ha": -2757.560572,
  "gap_ev": 8.85,
  "lumo_energy_ev": -0.012
}